(1)
Here is an isolated ion of composition C6H10N2OP and charge +1 in a non-equilibrium geometry from the OMol25 dataset. Energies are from ωB97M-V with the def2-TZVPD basis set.

Computed properties:
SMILES string: CC[P@@]1(=O)c2n1cc[n+]2C
Charge: +1
LUMO, eV: -3.753
ΔE to the lowest compared entry with this formula, charge and spin, kJ/mol: 50.4
HOMO-LUMO gap, eV: 10.3730

```
20
Properties=species:S:1:pos:R:3:nbo_charge:R:1
C 1.648 -2.018 0.891 -0.613
C 0.567 -1.855 1.972 -0.656
P -0.503 -0.388 1.542 1.995
O -1.306 0.116 2.657 -0.939
C -0.109 0.534 -0.010 0.029
N -1.068 -0.461 -0.157 -0.553
C -1.754 -0.294 -1.276 -0.042
C -1.220 0.898 -1.839 0.018
N -0.234 1.394 -1.101 -0.280
C 0.303 2.680 -1.220 -0.410
H 2.232 -2.825 1.194 0.245
H 1.220 -2.169 -0.158 0.228
H 2.270 -1.192 0.948 0.218
H 0.763 -1.384 2.933 0.269
H 0.001 -2.690 1.958 0.261
H -2.764 -0.638 -1.567 0.273
H -1.334 1.311 -2.787 0.242
H 1.193 2.857 -0.660 0.249
H 0.549 2.745 -2.320 0.231
H -0.455 3.379 -1.000 0.236
```

***

(2)
Here is C33H38Cl2CoN4O2SSi as an isolated structure from the OMol25 dataset. Energies are from ωB97M-V with the def2-TZVPD basis set.

Computed properties:
Charge: +1
LUMO (spin up / spin down), eV: -2.448 / -4.815
HOMO-LUMO gap (spin up / spin down), eV: 7.5189 / 5.8220
Spin multiplicity: 5
⟨S²⟩: 6.037

```
82
Properties=species:S:1:pos:R:3:mulliken_spin:R:1
Co 0.500 -0.160 -0.743 2.863
N 2.458 3.458 0.071 0.111
C 3.623 2.780 0.222 0.203
C 4.897 3.234 0.532 -0.076
C 5.909 2.300 0.538 0.175
C 5.665 0.939 0.219 0.025
C 4.414 0.477 -0.072 0.054
C 3.334 1.397 -0.046 0.175
N 2.030 1.218 -0.270 0.323
C 1.391 2.519 -0.161 -0.045
C -0.771 2.222 0.715 0.046
C -1.836 2.859 1.252 0.007
S -3.263 2.145 0.648 0.006
C -2.351 1.057 -0.258 0.009
N -1.050 1.170 -0.121 -0.031
H 2.255 4.353 0.489 -0.006
H 5.085 4.275 0.752 -0.002
H 6.916 2.610 0.776 0.008
H 6.499 0.252 0.204 0.003
H 4.255 -0.557 -0.315 -0.017
H -1.837 3.709 1.909 0.000
H -2.816 0.325 -0.889 0.020
Cl -4.104 0.674 -3.166 0.001
C -3.924 2.045 -4.223 0.000
C -5.074 2.477 -4.868 0.000
C -5.056 3.625 -5.634 0.000
C -3.879 4.349 -5.751 0.000
C -2.737 3.890 -5.130 0.000
Cl -1.275 4.814 -5.320 0.000
C -2.708 2.715 -4.359 0.000
N -1.502 2.362 -3.751 0.000
C -0.851 1.144 -3.749 0.056
C -1.353 0.036 -4.432 0.027
C -0.707 -1.188 -4.387 -0.039
C 0.484 -1.331 -3.699 0.055
C 1.052 -0.206 -3.106 0.006
C 0.424 1.045 -3.145 -0.004
C 1.197 2.299 -2.763 0.006
C 0.703 2.956 -1.492 0.030
O -0.120 3.831 -1.466 0.012
O 0.516 2.582 0.942 0.030
H -5.985 1.911 -4.736 0.000
H -5.956 3.965 -6.125 0.000
H -3.836 5.258 -6.332 0.000
H -0.946 3.167 -3.497 -0.001
H -2.254 0.143 -5.016 0.002
H -1.135 -2.032 -4.911 -0.001
H 0.991 -2.283 -3.655 0.004
H 2.076 -0.267 -2.744 -0.049
H 1.120 3.043 -3.561 0.004
H 2.249 2.032 -2.660 0.008
C -0.061 -1.672 2.096 0.029
Si 0.131 -2.305 0.318 -0.153
C -1.473 -3.270 -0.128 -0.014
C -2.681 -2.349 0.065 0.005
C -1.515 -3.738 -1.588 0.039
C -1.642 -4.491 0.784 0.008
C 1.692 -3.429 0.325 0.022
C 1.816 -4.259 1.607 0.004
C 1.777 -4.365 -0.884 0.031
C 2.889 -2.483 0.248 0.070
H -0.343 -2.475 2.779 0.003
H -0.817 -0.889 2.177 -0.004
H 0.879 -1.250 2.460 0.005
H -2.694 -1.594 -0.720 -0.013
H -2.698 -1.852 1.036 0.004
H -3.608 -2.922 -0.030 0.000
H -1.429 -2.895 -2.277 -0.021
H -2.473 -4.229 -1.789 0.000
H -0.731 -4.451 -1.830 -0.001
H -1.596 -4.236 1.844 0.000
H -0.889 -5.254 0.584 -0.001
H -2.619 -4.950 0.602 0.002
H 0.989 -4.954 1.741 0.000
H 1.869 -3.627 2.494 0.000
H 2.736 -4.852 1.576 0.001
H 1.034 -5.160 -0.839 0.000
H 2.759 -4.846 -0.914 0.000
H 1.645 -3.830 -1.828 -0.006
H 2.902 -1.754 1.062 0.003
H 2.859 -1.939 -0.701 -0.007
H 3.832 -3.040 0.282 -0.002
```

***

(3)
Here is a 10-piece molecular cluster, C18H48F24N6O6P4 overall in a non-equilibrium geometry from the OMol25 dataset. Energies are from ωB97M-V with the def2-TZVPD basis set.

Computed properties:
Charge: +2
LUMO, eV: -6.204
ΔE to the lowest compared entry with this formula, charge and spin, kJ/mol: 0.0
HOMO-LUMO gap, eV: 5.4915

```
106
Properties=species:S:1:pos:R:3:lowdin_charge:R:1
C -6.792 -1.918 1.342 0.048
C -6.615 -0.465 1.861 -0.390
O -6.095 -0.274 2.897 0.192
N -7.016 0.664 0.942 0.105
H -6.649 1.536 1.294 0.177
H -6.584 0.505 0.043 0.180
C -8.516 0.771 0.779 0.048
H -7.730 -2.214 0.872 0.089
H -6.599 -2.658 2.119 0.110
H -6.044 -1.920 0.550 0.102
H -9.018 -0.193 0.861 0.106
H -8.618 1.244 -0.198 0.118
H -8.899 1.409 1.576 0.113
C -0.565 2.619 -8.240 0.030
C -0.411 3.695 -7.116 -0.297
O -0.990 4.767 -7.136 0.172
N 0.609 3.366 -5.960 0.090
H 0.643 2.370 -5.795 0.164
H 1.482 3.633 -6.390 0.160
C 0.297 4.374 -4.785 0.074
H -1.002 1.660 -7.960 0.095
H 0.418 2.375 -8.643 0.083
H -1.194 2.881 -9.090 0.105
H -0.772 4.254 -4.609 0.115
H 0.585 5.305 -5.272 0.105
H 0.982 4.120 -3.976 0.105
C 4.472 -1.085 4.698 0.014
C 3.808 -1.937 5.656 -0.343
O 3.096 -1.452 6.581 0.142
N 4.301 -3.353 5.778 0.089
H 5.138 -3.449 5.221 0.167
H 4.733 -3.380 6.690 0.185
C 3.327 -4.502 5.523 0.060
H 3.797 -0.283 4.397 0.121
H 4.831 -1.543 3.776 0.099
H 5.307 -0.537 5.132 0.128
H 2.832 -4.471 4.553 0.118
H 2.635 -4.443 6.362 0.112
H 3.846 -5.443 5.709 0.109
C 1.113 -5.125 -2.279 0.024
C 0.055 -5.312 -3.328 -0.296
O -0.205 -6.391 -3.905 0.147
N -0.731 -4.066 -3.792 0.098
H -1.187 -3.548 -3.055 0.180
H -0.049 -3.443 -4.200 0.172
C -1.877 -4.432 -4.718 0.026
H 1.594 -6.052 -1.964 0.110
H 0.655 -4.918 -1.312 0.112
H 1.824 -4.320 -2.463 0.093
H -2.383 -5.291 -4.277 0.116
H -1.447 -4.757 -5.665 0.105
H -2.524 -3.592 -4.970 0.113
C -2.356 2.961 7.285 0.025
C -1.875 4.252 6.558 -0.286
O -1.429 5.246 7.167 0.163
N -1.900 4.166 5.017 0.098
H -1.742 3.248 4.627 0.173
H -2.886 4.312 4.850 0.170
C -1.064 5.211 4.259 0.043
H -1.935 3.131 8.276 0.098
H -1.903 1.997 7.054 0.093
H -3.434 2.799 7.289 0.095
H 0.002 5.073 4.437 0.118
H -1.337 6.249 4.450 0.110
H -1.228 5.005 3.201 0.101
C 6.196 -0.721 -2.908 0.041
C 7.146 0.379 -3.465 -0.337
O 7.905 1.037 -2.749 0.166
N 7.020 0.653 -4.973 0.114
H 6.121 0.316 -5.289 0.159
H 6.927 1.638 -5.176 0.178
C 8.219 -0.065 -5.691 0.056
H 6.513 -1.643 -3.397 0.097
H 5.198 -0.349 -3.137 0.094
H 6.346 -0.734 -1.829 0.107
H 8.233 0.419 -6.668 0.101
H 8.179 -1.139 -5.869 0.110
H 9.210 0.148 -5.292 0.114
P -5.803 1.267 -4.750 0.183
F -7.268 1.916 -4.378 -0.193
F -5.521 2.467 -5.848 -0.193
F -5.275 2.068 -3.428 -0.201
F -4.351 0.664 -5.108 -0.196
F -6.073 0.008 -3.813 -0.184
F -6.446 0.338 -5.995 -0.214
P -2.940 -7.412 2.510 0.204
F -1.676 -7.816 1.576 -0.220
F -1.864 -6.927 3.678 -0.218
F -2.836 -5.958 1.718 -0.223
F -4.289 -6.989 3.397 -0.192
F -3.836 -8.064 1.300 -0.193
F -2.779 -8.821 3.219 -0.158
P 5.442 5.959 5.511 0.151
F 6.140 6.631 6.867 -0.202
F 4.472 7.336 5.446 -0.245
F 6.354 6.895 4.515 -0.212
F 4.753 5.425 4.161 -0.190
F 6.463 4.819 5.448 -0.107
F 4.333 5.228 6.481 -0.197
P 0.147 0.420 0.788 0.236
F -0.790 -0.881 0.683 -0.194
F 0.004 0.371 2.380 -0.167
F 1.434 -0.625 0.798 -0.224
F 1.085 1.836 0.940 -0.216
F 0.388 0.276 -0.879 -0.251
F -1.264 1.203 0.641 -0.183
```

***

(4)
Here is C15H43O17Y as an isolated structure in a non-equilibrium geometry from the OMol25 dataset. Energies are from ωB97M-V with the def2-TZVPD basis set.

Computed properties:
Charge: +2
LUMO, eV: -7.960
ΔE to the lowest compared entry with this formula, charge and spin, kJ/mol: 0.0
HOMO-LUMO gap, eV: 5.3393

```
76
Properties=species:S:1:pos:R:3:lowdin_charge:R:1
Y 0.620 2.237 -2.412 1.988
O 0.395 -0.641 0.518 0.178
C 0.328 0.231 -0.419 -0.717
O 0.095 1.456 -0.160 -0.087
O 0.441 -0.024 -1.676 -0.113
H 0.617 -1.553 0.110 0.117
C -0.917 1.803 3.650 -0.200
C -1.366 2.817 2.611 -0.218
O -2.045 2.189 1.507 -0.091
O 0.265 1.120 3.225 -0.077
H -1.782 1.148 3.803 0.131
H -0.675 2.329 4.573 0.132
H -0.508 3.386 2.221 0.110
H -2.065 3.547 3.024 0.125
H -1.351 1.824 0.942 0.009
H 0.081 0.496 2.512 0.056
C -0.075 -4.322 -0.255 -0.159
C -1.016 -4.387 -1.409 -0.235
O -0.317 -4.727 -2.605 -0.061
O 0.718 -3.110 -0.353 -0.113
H 0.577 -5.188 -0.189 0.139
H -0.592 -4.207 0.699 0.119
H -1.562 -3.447 -1.553 0.114
H -1.768 -5.154 -1.212 0.131
H 0.125 -3.919 -2.904 0.025
H 1.521 -3.301 -0.866 0.056
C -2.709 2.678 -2.103 -0.125
C -2.195 4.056 -2.370 -0.138
O -0.839 4.081 -1.832 -0.147
O -1.730 1.729 -2.657 -0.136
H -3.660 2.504 -2.603 0.154
H -2.839 2.509 -1.032 0.135
H -2.822 4.794 -1.875 0.154
H -2.183 4.252 -3.444 0.139
H -0.682 4.967 -1.488 0.118
H -2.184 1.132 -3.268 0.141
C 3.095 -2.312 -2.588 -0.240
C 2.098 -2.221 -3.699 -0.206
O 0.784 -2.357 -3.182 -0.089
O 2.969 -3.561 -1.957 -0.039
H 2.904 -1.508 -1.857 0.112
H 4.134 -2.185 -2.905 0.135
H 2.244 -3.044 -4.398 0.141
H 2.187 -1.286 -4.277 0.116
H 0.559 -1.614 -2.603 0.044
H 3.828 -3.986 -1.901 0.121
C 2.451 4.677 -0.898 -0.151
C 2.046 5.286 -2.210 -0.179
O 1.792 4.300 -3.245 -0.129
O 1.555 3.578 -0.610 -0.151
H 2.449 5.440 -0.121 0.154
H 3.475 4.300 -0.981 0.144
H 2.776 6.041 -2.508 0.156
H 1.149 5.904 -2.083 0.127
H 2.227 4.600 -4.056 0.138
H 1.693 3.301 0.312 0.139
C -2.708 -1.355 0.841 -0.248
C -2.851 -1.926 2.225 -0.246
O -3.047 -3.316 2.095 -0.044
O -3.926 -1.298 0.107 -0.047
H -2.006 -1.992 0.281 0.101
H -2.213 -0.385 0.913 0.092
H -3.686 -1.464 2.760 0.133
H -1.930 -1.681 2.778 0.100
H -3.237 -3.670 2.971 0.102
H -4.211 -2.195 -0.100 0.093
C 1.224 -2.269 3.434 -0.252
C 2.138 -1.204 3.996 -0.252
O 1.596 -0.594 5.162 -0.062
O 1.320 -3.458 4.201 -0.051
H 1.494 -2.508 2.404 0.107
H 0.170 -1.952 3.467 0.100
H 2.408 -0.408 3.282 0.106
H 3.089 -1.653 4.285 0.129
H 0.829 -0.109 4.825 0.053
H 1.232 -3.220 5.132 0.094
```